Molecular formula: C5H14N2O
Method: DFT, ωB97M-V/def2-TZVPD

The value obtained for the max |F| is 2.00 eV Å⁻¹. The HOMO energy (alpha / beta) is -13.5976 / -13.5883 eV. The HOMO-LUMO gap (alpha / beta) comes out at 10.40 / 5.58 eV. As for the energy relative to the best compared isomer or geometry (same formula, charge and spin): 1.343 eV. Its electronic energy is -10430.839 eV. Its charge is +1. The spin multiplicity is 2.

The geometry in XYZ format:
```
22
Properties=species:S:1:pos:R:3:nbo_charge:R:1
N -1.88158 -0.21628 0.95523 -0.81
C -0.72801 0.08899 0.14438 -0.08
C 0.34481 0.85520 0.99591 0.10
C 0.44211 2.30317 0.51132 -0.63
O 0.04347 0.77130 2.36708 -0.70
C -0.12119 -1.15560 -0.55811 -0.31
N 0.55355 -0.83397 -1.78016 -0.10
C 1.30047 -1.82038 -2.50517 -0.48
H -1.56424 -0.66176 1.81629 0.38
H -2.49720 -0.92591 0.56090 0.37
H -1.08363 0.73308 -0.65476 0.18
H 1.32051 0.37487 0.90733 0.17
H 1.37260 2.76078 0.85837 0.24
H 0.49352 2.31388 -0.58154 0.20
H -0.41523 2.86018 0.91373 0.23
H -0.73198 1.32771 2.57039 0.48
H 0.62848 -1.61028 0.09968 0.25
H -0.89275 -1.90155 -0.73900 0.28
H 0.05855 -0.15956 -2.36495 0.42
H 0.92101 -2.81958 -2.28075 0.26
H 1.29809 -1.65059 -3.57644 0.26
H 2.33359 -1.81321 -2.13734 0.28
```

---

Molecular formula: C5H14N2O
Method: DFT, ωB97M-V/def2-TZVPD

The value obtained for the max |F| is 4.05 eV Å⁻¹. The HOMO energy (alpha / beta) is -13.4871 / -13.4296 eV. The HOMO-LUMO gap (alpha / beta) comes out at 10.42 / 5.48 eV. As for the energy relative to the best compared isomer or geometry (same formula, charge and spin): 1.933 eV. Its electronic energy is -10430.249 eV. Its charge is +1. The spin multiplicity is 2.

The geometry in XYZ format:
```
22
Properties=species:S:1:pos:R:3:nbo_charge:R:1
N -1.77158 0.20989 -0.77972 -0.13
C -2.75097 -0.90608 -0.66763 -0.29
C -2.45814 -1.64476 0.69914 -0.39
C -0.94028 -1.47155 0.72150 -0.45
C -0.73157 -0.06636 0.23774 -0.10
C 0.70160 0.19699 -0.29626 -0.22
N 1.36370 0.95744 0.79088 -0.82
H -2.25846 1.11035 -0.70408 0.42
H -3.77264 -0.51611 -0.71878 0.25
H -2.55988 -1.65660 -1.47441 0.28
H -2.74671 -2.65218 0.88634 0.26
H -2.87820 -1.01224 1.50583 0.22
H -0.43959 -1.59043 1.71902 0.26
H -0.44361 -2.30150 0.20100 0.24
H -1.07910 0.58507 1.13505 0.29
H 1.11320 -0.80508 -0.39461 0.20
H 0.61865 0.71630 -1.24703 0.22
H 2.15062 1.45502 0.41992 0.39
H 1.59321 0.13816 1.43886 0.37
H 5.32324 3.09431 -1.76047 0.46
H 6.25983 3.46621 -0.74770 0.47
O 5.70668 2.69315 -0.96459 -0.93
```

---

Molecular formula: C5H14N2O2
Method: DFT, ωB97M-V/def2-TZVPD

The value obtained for the max |F| is 7.75 eV Å⁻¹. The HOMO energy is -8.6211 eV. The HOMO-LUMO gap comes out at 9.34 eV. As for the energy relative to the best compared isomer or geometry (same formula, charge and spin): 2.774 eV. Its electronic energy is -12485.554 eV. Its charge is 0. Its structure (SMILES) is CNC[C@@H](C)NC=O.O.

The geometry in XYZ format:
```
23
Properties=species:S:1:pos:R:3:nbo_charge:R:1
C 0.82442 1.62533 -2.07267 -0.42
N 0.84864 1.15358 -0.58373 -0.65
C -0.24576 1.55598 0.34125 -0.21
C -0.37524 0.37342 1.38307 -0.04
C -1.05309 1.14020 2.65512 -0.63
N -1.48228 -0.62139 0.96695 -0.65
C -1.26820 -1.71259 0.12377 0.54
O -0.29169 -1.72579 -0.60982 -0.65
H -0.01987 1.33005 -2.61822 0.18
H 0.98218 2.70690 -2.09732 0.19
H 1.80951 1.31453 -2.61297 0.20
H 0.98335 0.16861 -0.56928 0.37
H 0.21496 2.45000 0.95641 0.17
H -1.11922 1.93628 0.05777 0.19
H 0.54593 -0.14841 1.61787 0.22
H -2.01523 1.49700 2.37079 0.21
H -1.26952 0.54479 3.48492 0.21
H -0.47027 2.04999 2.98776 0.23
H -2.08659 -0.58014 1.81046 0.40
H -2.10529 -2.42864 0.02201 0.14
O 2.46399 -1.96192 -1.78178 -0.96
H 1.53049 -1.87509 -1.48142 0.50
H 2.78398 -1.08364 -2.06173 0.47
```

---

Molecular formula: C5H14N2O2
Method: DFT, ωB97M-V/def2-TZVPD

The value obtained for the max |F| is 1.64 eV Å⁻¹. The HOMO energy is -9.6567 eV. The HOMO-LUMO gap comes out at 10.52 eV. As for the energy relative to the best compared isomer or geometry (same formula, charge and spin): 0.933 eV. Its electronic energy is -12487.395 eV. Its charge is 0. Its structure (SMILES) is CCCNC(=O)CN.O.

The geometry in XYZ format:
```
23
Properties=species:S:1:pos:R:3:nbo_charge:R:1
C 0.99591 2.28230 -2.11173 -0.61
C 0.34646 1.01497 -1.55357 -0.42
C 1.21567 0.44287 -0.40627 -0.21
N 0.77499 0.93165 0.91556 -0.62
C -0.28195 0.36971 1.59942 0.65
O -1.04208 1.05342 2.25920 -0.61
C -0.28377 -1.15301 1.76911 -0.33
N -1.64626 -1.68382 1.91893 -0.85
H 1.90768 2.00967 -2.65147 0.21
H 0.39529 2.80444 -2.86104 0.22
H 1.29450 2.93561 -1.29309 0.20
H 0.24766 0.24865 -2.32596 0.22
H -0.62328 1.19014 -1.11182 0.20
H 1.11993 -0.63657 -0.38260 0.21
H 2.27011 0.70322 -0.48876 0.20
H 0.76361 1.93811 0.99149 0.39
H 0.17542 -1.62637 0.90274 0.19
H 0.29292 -1.46313 2.63219 0.23
H -1.86419 -1.79421 2.89450 0.37
H -2.34585 -1.07368 1.52068 0.37
O -0.99068 -2.75351 -1.04471 -0.95
H -1.15921 -2.22237 -0.25333 0.47
H -1.56288 -3.51808 -0.91947 0.47
```

---

Molecular formula: C5H14N2O2S
Method: DFT, ωB97M-V/def2-TZVPD

The value obtained for the max |F| is 4.72 eV Å⁻¹. The HOMO energy is -9.7832 eV. The HOMO-LUMO gap comes out at 10.47 eV. As for the energy relative to the best compared isomer or geometry (same formula, charge and spin): 1.215 eV. Its electronic energy is -23320.198 eV. Its charge is 0. Its structure (SMILES) is CNS(=O)(=O)CCCCN.

The geometry in XYZ format:
```
24
Properties=species:S:1:pos:R:3:nbo_charge:R:1
C -1.01702 -2.95506 0.43829 -0.44
N -0.23630 -2.15700 -0.40737 -0.87
S -0.74558 -0.63892 -0.74170 2.28
O 0.32186 0.02088 -1.52432 -0.95
O -2.15327 -0.77969 -1.26562 -0.91
C -0.67668 0.19611 0.75543 -0.74
C 0.66638 0.43087 1.48838 -0.39
C 1.91652 0.93041 0.70162 -0.42
C 1.74348 2.34427 0.05739 -0.23
N 0.80860 3.21237 0.86254 -0.85
H -1.27820 -2.46184 1.50125 0.18
H -0.33460 -3.94141 0.67328 0.22
H -2.07838 -3.29528 -0.09072 0.24
H 0.70103 -2.23563 -0.24998 0.40
H -1.02637 1.19990 0.49462 0.27
H -1.41748 -0.14788 1.54948 0.25
H 0.33703 1.12316 2.30814 0.23
H 0.95543 -0.54665 1.92283 0.20
H 2.78507 0.80808 1.46086 0.20
H 2.10020 0.18996 -0.10168 0.23
H 1.21769 2.23827 -0.87493 0.21
H 2.87071 2.68060 -0.08621 0.17
H 1.28323 3.67058 1.70905 0.36
H 0.66295 3.94437 0.13781 0.36
```

---

Molecular formula: C5H14N2S
Method: DFT, ωB97M-V/def2-TZVPD

The value obtained for the max |F| is 2.41 eV Å⁻¹. The HOMO energy is -7.5278 eV. The HOMO-LUMO gap comes out at 3.33 eV. As for the energy relative to the best compared isomer or geometry (same formula, charge and spin): 7.339 eV. Its electronic energy is -19219.958 eV. Its charge is 0.

The geometry in XYZ format:
```
22
Properties=species:S:1:pos:R:3:nbo_charge:R:1
C -2.43936 1.01115 0.87123 -0.31
N -1.35789 1.16483 -0.03812 -0.40
C 1.39739 1.55364 -0.62846 -0.19
C 2.54267 1.95290 -0.06706 -0.38
S 2.38938 -1.82107 0.44953 -0.36
C 1.29350 0.34028 -1.47808 -0.64
C -2.89827 -0.46070 0.92744 -0.20
N -3.44803 -0.91732 -0.34434 -0.82
H -2.11973 1.29358 1.88080 0.24
H -3.27497 1.64697 0.57909 0.20
H -0.63378 0.47836 0.21611 0.33
H 0.45529 2.01320 -0.30525 0.23
H 3.37208 1.26570 -0.24587 0.19
H 2.83298 2.89180 0.37968 0.21
H 1.92217 -2.83773 -0.30698 0.11
H 1.44121 -0.65983 -1.01792 0.24
H 1.84376 0.49931 -2.40573 0.23
H 0.23155 0.30864 -1.81079 0.23
H -2.02260 -1.02268 1.28034 0.17
H -3.68700 -0.49504 1.68257 0.20
H -3.42284 -1.93037 -0.38040 0.36
H -2.81063 -0.61533 -1.07882 0.36
```

---

Molecular formula: C5H14N2S
Method: DFT, ωB97M-V/def2-TZVPD

The value obtained for the max |F| is 1.38 eV Å⁻¹. The HOMO energy (alpha / beta) is -13.0732 / -12.5976 eV. The HOMO-LUMO gap (alpha / beta) comes out at 10.17 / 4.30 eV. As for the energy relative to the best compared isomer or geometry (same formula, charge and spin): 1.315 eV. Its electronic energy is -19218.400 eV. Its charge is +1. The spin multiplicity is 2.

The geometry in XYZ format:
```
22
Properties=species:S:1:pos:R:3:nbo_charge:R:1
C -0.13760 1.89320 -3.08725 -0.41
N -1.38247 1.35627 -2.46523 -0.57
C -1.18155 0.68509 -1.30252 0.30
N -1.74064 -0.44413 -1.04006 -0.63
H -0.39315 2.72255 -3.73697 0.23
H 0.51370 2.26027 -2.29566 0.20
H 0.38484 1.09885 -3.61491 0.20
H -1.93009 0.85142 -3.15119 0.40
H -0.44863 1.18750 -0.67176 0.15
H -1.77712 -0.67281 -0.04453 0.34
C 0.70786 -2.52311 0.63687 -0.63
C 1.07313 -1.46480 1.66679 -0.57
S -0.40686 -0.57412 2.22432 0.74
C 0.29186 0.92501 2.89069 -0.81
H 1.50714 -3.22886 0.43391 0.26
H 0.34720 -2.07194 -0.28646 0.24
H -0.13657 -3.10989 1.01839 0.23
H 1.69801 -0.70094 1.19616 0.24
H 1.69498 -1.87703 2.46542 0.28
H 0.63137 0.75113 3.91610 0.29
H 1.15286 1.23426 2.30030 0.26
H -0.46827 1.70208 2.94760 0.28
```

---

Molecular formula: C5H14N3
Method: DFT, ωB97M-V/def2-TZVPD

The value obtained for the max |F| is 4.53 eV Å⁻¹. The HOMO energy is -13.5723 eV. The HOMO-LUMO gap comes out at 11.01 eV. As for the energy relative to the best compared isomer or geometry (same formula, charge and spin): 2.566 eV. Its electronic energy is -9874.601 eV. Its charge is +1. Its structure (SMILES) is CNCCN(C)C=[NH2+].

The geometry in XYZ format:
```
22
Properties=species:S:1:pos:R:3:nbo_charge:R:1
C -2.79805 -0.27782 -0.44939 -0.41
N -1.56086 -0.21728 0.43404 -0.63
C -0.66134 0.94333 0.22835 -0.25
C 0.70130 0.67163 0.98780 -0.24
N 1.48034 -0.06763 0.08443 -0.38
C 2.61713 0.71768 -0.22915 -0.40
C 1.36881 -1.26424 -0.31698 0.39
N 0.29232 -1.88756 -0.06956 -0.77
H -2.67612 0.49802 -1.15189 0.21
H -2.93428 -1.28244 -0.79862 0.21
H -3.67018 -0.01758 0.09946 0.22
H -1.79097 -0.22009 1.40104 0.39
H -0.90053 1.97524 0.45860 0.22
H -0.33750 1.13983 -0.80888 0.21
H 1.22650 1.57556 1.30464 0.25
H 0.57538 -0.03133 1.91963 0.22
H 2.98907 0.37261 -1.12733 0.22
H 2.28434 1.74946 -0.54688 0.22
H 3.32539 0.66270 0.61173 0.23
H 2.29186 -1.69038 -0.98510 0.23
H -0.56576 -1.28525 0.17617 0.43
H 0.17942 -2.89856 -0.29320 0.43
```

---

Molecular formula: C5H14N3
Method: DFT, ωB97M-V/def2-TZVPD

The value obtained for the max |F| is 0.54 eV Å⁻¹. The HOMO energy is -11.4039 eV. The HOMO-LUMO gap comes out at 8.00 eV. As for the energy relative to the best compared isomer or geometry (same formula, charge and spin): 2.358 eV. Its electronic energy is -9874.808 eV. Its charge is +1.

The geometry in XYZ format:
```
22
Properties=species:S:1:pos:R:3:nbo_charge:R:1
C -0.66563 1.29726 0.99836 -0.23
C -1.25836 1.57214 -0.15916 0.07
N -2.24009 0.82313 -0.72741 -0.76
N 0.37917 2.21292 1.50264 -0.66
H -0.78070 0.41306 1.58670 0.23
H -0.98903 2.46858 -0.71090 0.20
H -2.33536 0.94060 -1.72330 0.40
H -2.25776 -0.15495 -0.46162 0.41
H 1.31096 1.78978 1.42728 0.44
H 0.22504 2.47863 2.47903 0.44
H 0.37778 3.07286 0.95819 0.44
C 2.47583 -0.38378 -0.53038 -0.62
C 1.32598 -1.28971 -0.88053 -0.29
C 0.49176 -1.85875 -0.02735 0.00
N -0.59687 -2.68782 -0.36944 -0.82
H 2.16540 0.50678 0.02110 0.15
H 3.23804 -0.88312 0.06933 0.23
H 2.95261 -0.01252 -1.43328 0.23
H 1.24137 -1.57372 -1.92252 0.20
H 0.55938 -1.63988 1.02901 0.17
H -0.74917 -3.39723 0.33320 0.38
H -0.43678 -3.16515 -1.24757 0.38
```

---

Molecular formula: C5H14N3
Method: DFT, ωB97M-V/def2-TZVPD

The value obtained for the max |F| is 1.13 eV Å⁻¹. The HOMO energy is -11.9252 eV. The HOMO-LUMO gap comes out at 8.84 eV. As for the energy relative to the best compared isomer or geometry (same formula, charge and spin): 2.426 eV. Its electronic energy is -9874.740 eV. Its charge is +1.

The geometry in XYZ format:
```
22
Properties=species:S:1:pos:R:3:nbo_charge:R:1
C -2.12832 0.39978 -1.13039 0.07
C -1.06893 0.08898 -1.89020 -0.24
N 0.30288 0.04370 -1.34023 -0.68
N -3.40522 0.17924 -1.53251 -0.76
H -2.01166 0.85008 -0.15841 0.21
H -1.13974 -0.26588 -2.90702 0.22
H 0.99476 0.05236 -2.08751 0.44
H 0.50651 0.83135 -0.72976 0.44
H 0.52988 -0.76648 -0.75261 0.45
H -3.63406 -0.51193 -2.23248 0.41
H -4.12854 0.28675 -0.83511 0.41
C -0.28511 -0.39341 1.73809 -0.66
C 1.18474 -0.52840 1.52734 -0.33
C 2.03171 0.43540 1.14576 -0.02
N 3.43259 0.33204 1.21920 -0.78
H -0.67865 0.60020 1.54564 0.20
H -0.87807 -1.16153 1.21936 0.21
H -0.52987 -0.67566 2.76442 0.25
H 1.61844 -1.45727 1.88824 0.22
H 1.68307 1.42828 0.85515 0.17
H 3.86324 0.86459 0.47543 0.38
H 3.74034 -0.63219 1.21759 0.38
```

---

Molecular formula: C5H14N3
Method: DFT, ωB97M-V/def2-TZVPD

The value obtained for the max |F| is 2.04 eV Å⁻¹. The HOMO energy is -12.6365 eV. The HOMO-LUMO gap comes out at 9.71 eV. As for the energy relative to the best compared isomer or geometry (same formula, charge and spin): 1.256 eV. Its electronic energy is -9875.911 eV. Its charge is +1. Its structure (SMILES) is C[C@H]([NH3+])C/C(N)=C/N.

The geometry in XYZ format:
```
22
Properties=species:S:1:pos:R:3:nbo_charge:R:1
C 1.94440 -0.87868 -1.86762 -0.64
C 1.09370 -0.78925 -0.64343 -0.03
N -0.15031 -1.65048 -0.72347 -0.70
C 0.64527 0.64746 -0.33747 -0.46
C -0.40042 0.71254 0.72891 0.10
N -0.67987 -0.53623 1.41964 -0.86
C -1.17020 1.78138 0.92805 -0.02
N -2.18662 1.77066 1.93378 -0.86
H 2.10278 -1.86429 -2.29231 0.24
H 1.53100 -0.26689 -2.64909 0.22
H 2.89251 -0.42628 -1.64301 0.25
H 1.59852 -1.16753 0.23526 0.21
H -0.67235 -1.37174 0.11930 0.45
H 0.08014 -2.63108 -0.62598 0.43
H -0.65409 -1.51197 -1.56803 0.42
H 0.28348 1.13606 -1.23472 0.24
H 1.55086 1.16865 -0.05255 0.25
H -1.47395 -0.38058 1.99257 0.42
H 0.05725 -0.77603 2.05668 0.39
H -1.06082 2.69703 0.33130 0.20
H -3.10533 1.64958 1.52200 0.38
H -2.22598 2.68764 2.37020 0.39
```